[1]
The following is a quantum chemistry calculation of C7H11N as an isolated structure, from the OMol25 dataset.

Atoms and positions in Å:
H1 0.8826 0.1453 3.6157
H2 1.5618 1.6318 -2.1350
C1 0.8257 -0.6144 2.8310
H3 0.3869 -1.7083 -0.3147
H4 -1.4423 2.3046 -0.9240
H5 1.7124 -1.2493 2.9021
H6 1.9243 -0.0232 -1.6499
C2 -0.3600 -1.0530 0.1215
C3 -1.3159 1.2669 -1.2495
H7 -1.8920 -2.1832 0.2163
N1 -1.5621 -1.2616 0.4827
C4 0.3603 0.4550 0.4173
C5 0.0341 0.7186 -0.9053
H8 0.7086 0.2915 -2.9014
C6 0.6930 -0.0336 1.5112
H9 -0.0615 -1.2338 3.0219
H10 -2.0975 0.6696 -0.7600
H11 -1.4733 1.2312 -2.3297
C7 1.1150 0.6461 -1.9503

Cartesian forces (eV/Å) of the 6 atoms listed first:
-0.01 -0.05 -0.09
-0.03 -0.06 0.01
0.05 -0.09 0.27
0.01 0.07 0.02
0.01 -0.06 -0.02
-0.06 0.05 -0.03

Properties
Relative energy (zero: lowest compared OMol25 entry of this formula, charge and spin), kcal per mole: 126.66
Gap between HOMO and LUMO, eV: 7.69
LUMO level, eV: 0.968
Charge: 0
E, eV: -8922.2360
E_HOMO, eV: -6.72

=====

[2]
The following is a quantum chemistry calculation of one molecule with the formula C4H9NO2, from the OMol25 dataset.

Atoms and positions in Å:
C1 1.4149 -0.1744 -0.2206
H1 -0.6822 1.5617 0.1527
H2 3.0903 0.9830 0.1644
H3 -0.3826 0.2127 2.2405
H4 -2.3062 -1.0133 -0.5001
C2 -0.7138 0.4721 0.0446
H5 -0.6104 -1.2879 1.3073
C3 -2.1550 0.0729 -0.3948
O1 1.0325 -1.1501 -1.0785
H6 -2.4425 0.5186 -1.3556
H7 3.0040 0.3873 -1.4261
C4 -0.2208 -0.2628 1.2723
H8 -2.9674 0.3876 0.2944
O2 1.2081 -0.2900 1.1016
H9 0.0973 -0.7714 -1.1145
N1 2.6337 0.3540 -0.4876

Cartesian forces (eV/Å) of the 6 atoms listed first:
0.52 -0.13 0.19
0.12 -0.17 0.18
-0.50 -0.34 0.01
-0.08 -0.04 0.12
0.29 0.15 -0.01
-0.34 0.22 0.19

Properties
Relative energy (zero: lowest compared OMol25 entry of this formula, charge and spin), kcal per mole: 93.23
Gap between HOMO and LUMO, eV: 8.30
LUMO level, eV: 0.899
Charge: 0
E, eV: -9876.0177
E_HOMO, eV: -7.41

=====

[3]
The following is a quantum chemistry calculation of an isolated ion of composition C7H10N3 and charge +1, from the OMol25 dataset.

Atoms and positions in Å:
C1 2.0203 1.1043 -0.2936
H1 -1.6597 -3.0113 0.0176
H2 2.4546 0.9464 -1.4073
H3 0.6729 -3.1765 0.3136
N1 -2.7678 -0.0801 0.1068
H4 2.4022 -1.3176 0.3994
N2 0.9338 0.1662 -0.0152
H5 -1.1009 -2.1446 -1.4402
H6 -0.8573 2.5816 -0.0732
C2 1.2716 -1.2028 0.1368
H7 -2.9688 1.7802 0.9675
H8 1.5164 2.0275 -0.1484
C3 -0.2365 0.6042 0.1327
C4 -2.5253 1.3346 0.1449
H9 -3.0439 1.8927 -0.7503
C5 0.3607 -2.1695 0.0745
H10 2.7641 0.9881 0.4227
C6 -1.0924 -2.0561 -0.4112
N3 -1.0192 1.6475 0.1797
C7 -1.8435 -0.8606 -0.0592

Cartesian forces (eV/Å) of the 6 atoms listed first:
-0.18 -0.71 -3.25
0.98 1.90 -1.00
-1.08 0.51 2.67
0.04 0.01 -0.14
0.59 -0.73 -0.81
-2.42 -0.14 -0.50

Properties
Relative energy (zero: lowest compared OMol25 entry of this formula, charge and spin), kcal per mole: 94.56
Gap between HOMO and LUMO, eV: 9.83
LUMO level, eV: -3.181
Charge: +1
E, eV: -11880.9134
E_HOMO, eV: -13.01

=====

[4]
The following is a quantum chemistry calculation of C16H40N3PtSb as an isolated structure, from the OMol25 dataset.

Atoms and positions in Å:
C1 -2.0710 2.3031 0.7298
H1 -2.3032 2.6648 -0.2695
C2 -2.4641 -2.8739 -0.1458
C3 -0.1333 -3.1546 -1.0177
H2 -0.9814 -2.2024 2.1991
N1 1.9134 2.1732 -0.6647
H3 1.7316 -1.5268 2.3726
H4 3.0683 -0.2956 3.8955
C4 -1.0108 -2.4246 -0.0020
H5 4.9456 0.5001 2.4034
H6 -3.2221 0.4677 -2.5566
H7 -1.0893 0.6038 2.6819
H8 -1.0429 2.5817 0.9841
H9 -3.9521 0.7593 -0.5727
C5 -1.0573 0.1824 -2.4574
H10 1.0056 -0.4838 -2.8078
H11 4.2235 -0.1847 0.0122
H12 -2.9184 -2.5600 -1.0849
H13 -3.0848 -2.5200 0.6778
H14 2.5913 1.1979 3.0901
H15 2.1400 2.1634 -1.6577
H16 -2.3597 -0.6360 2.5311
H17 -0.2215 -1.6659 -3.2873
H18 3.3276 3.7404 -0.3069
H19 -2.4925 -3.9667 -0.1222
C6 3.0155 2.7933 0.1359
C7 2.8560 0.1538 2.9245
C8 -0.5116 -2.7767 1.3997
H20 2.6181 3.0013 1.1289
C9 -2.1108 0.4084 2.3419
H21 -1.0212 1.8706 -3.7693
H22 -1.4954 2.3206 -2.1420
H23 0.2000 1.9639 -2.5231
H24 -2.7278 2.8373 1.4213
H25 4.2883 -1.0585 1.9302
C10 4.0574 0.0056 2.0100
C11 0.0026 -0.6031 -3.2298
C12 -0.8326 1.6728 -2.7111
C13 -3.7442 0.4663 0.4549
Sb1 -0.8280 -0.2588 -0.3162
H26 -4.4331 1.0244 1.0950
H27 1.0654 2.7258 -0.5735
H28 5.0140 2.1948 0.7817
C14 4.1848 1.8251 0.1788
H29 -2.7235 -1.2241 -2.7146
H30 0.5747 -2.6738 1.4602
H31 0.8277 -0.2376 2.7625
H32 -0.0608 -4.2030 -0.7164
Pt1 1.6328 0.2875 0.3044
H33 -3.9800 -0.5901 0.5700
C15 -2.4530 -0.1951 -2.9506
H34 -0.7293 -3.8313 1.5863
H35 0.8833 -2.7545 -1.0630
H36 4.5569 1.7064 -0.8408
H37 -2.7727 1.0136 2.9666
H38 -0.5591 -3.1401 -2.0201
N2 3.7436 0.4675 0.6243
C16 -2.3186 0.8022 0.8804
H39 0.0311 -0.2244 -4.2550
N3 1.6798 -0.5143 2.2832
H40 -2.4730 -0.0989 -4.0397

Cartesian forces (eV/Å) of the 6 atoms listed first:
0.07 -0.02 0.02
0.01 0.01 -0.04
-0.03 0.03 0.04
-0.02 0.02 -0.07
0.01 -0.01 -0.03
0.01 -0.58 -0.33

Properties
Relative energy (zero: lowest compared OMol25 entry of this formula, charge and spin), kcal per mole: 0.00
Gap between HOMO and LUMO, eV: 8.63
LUMO level, eV: -6.678
Charge: +2
E, eV: -31481.8143
E_HOMO, eV: -15.31

=====

[5]
The following is a quantum chemistry calculation of a 13-piece molecular cluster, C52H104O39 overall, from the OMol25 dataset.

Atoms and positions in Å:
C1 7.5360 16.3642 4.3290
H1 -0.8600 28.1035 1.1352
H2 2.1277 22.1448 1.2022
C2 1.0192 19.0088 -1.1515
H3 8.5751 16.5301 4.6358
H4 -5.2492 19.5445 1.7503
H5 -0.9652 17.7448 1.9715
H6 -5.8442 15.3613 4.1644
O1 6.7815 17.3459 5.0050
C3 -0.4984 21.0829 5.0740
H7 -0.0203 16.6055 5.6036
H8 -4.4001 20.5225 -0.6934
C4 1.4924 22.5744 8.9196
H9 -4.1892 15.0434 -1.7970
O2 -5.1275 16.9665 -1.1257
H10 -5.3318 13.2513 -0.2894
O3 -3.2904 13.5517 -0.0829
H11 0.4299 13.7161 8.4728
H12 -3.4106 24.1050 5.8542
C5 -1.8531 15.7588 2.2047
H13 2.2078 19.7791 9.1856
O4 -10.0564 17.8977 4.0333
C6 3.8196 23.4174 1.6228
H14 2.9410 25.9058 6.7495
H15 -5.5243 26.4656 10.6250
C7 -5.2521 25.4299 10.4056
O5 0.1870 16.7943 9.4730
H16 -7.9995 17.3150 0.2363
O6 -6.8478 17.8723 8.0482
H17 -11.0547 14.6844 5.5304
O7 -3.6887 18.7021 -1.1485
H18 -12.1696 15.9778 4.8902
O8 -4.3500 14.9660 1.3057
O9 1.9256 21.6997 9.7893
H19 3.8829 23.7962 0.6038
H20 6.7781 24.8554 5.0490
H21 -3.6146 15.4903 -3.3403
O10 -3.1618 25.7171 7.6322
C8 -4.5400 19.5215 -0.3030
H22 -5.8608 17.6043 5.0152
C9 -1.9277 21.4449 5.4176
H23 -2.7601 16.1154 2.6893
H24 -4.3496 16.7892 4.6925
H25 2.4124 25.6122 9.2313
H26 -2.4592 23.4474 1.2356
C10 -7.4940 19.6145 6.0975
O11 0.0588 25.1266 3.2379
C11 -2.0259 22.8492 2.0356
C12 3.8853 20.4005 4.6786
C13 5.8373 25.3595 5.3075
C14 0.2070 16.7239 8.3051
O12 -2.7634 19.3292 3.8185
O13 -7.2779 10.1142 4.1824
O14 -4.1541 25.3594 9.5339
C15 2.3415 23.0478 1.7713
H27 -2.8750 24.9770 4.4576
H28 0.0552 21.9960 4.8404
H29 3.2442 18.4032 4.2503
O15 -6.1227 10.9658 2.4402
H30 -7.4751 8.0623 4.2416
H31 4.5374 20.9408 5.3567
C16 -8.0372 17.7158 2.3974
H32 -3.8669 26.9557 6.1317
O16 -4.1515 18.7055 5.4885
H33 -0.7711 20.1221 -1.7057
C17 0.6280 24.9910 4.5026
H34 1.6737 27.9116 0.8894
H35 2.9074 20.8896 4.6890
O17 4.5003 23.3066 4.2234
O18 -7.1267 12.2381 3.9903
C18 5.5938 17.6799 4.4624
C19 -1.2256 16.8566 1.3817
C20 0.9770 27.8479 0.0502
O19 4.9989 25.4779 4.1609
H36 0.0042 20.6187 5.9206
H37 -5.2821 13.8667 5.0414
C21 -7.5832 15.2730 7.7827
H38 -7.2479 17.9517 3.1177
H39 6.0392 26.3545 5.6768
C22 -0.6020 17.3431 6.1373
O20 4.9713 18.4065 5.3717
H40 -1.9194 17.2495 0.6403
H41 -5.8153 8.6420 4.4587
H42 -6.8658 16.4522 1.1089
H43 -1.1869 15.4028 2.9860
H44 1.7498 19.7951 -1.3461
H45 -8.6523 18.6107 2.3443
H46 -2.7873 22.1549 2.4030
H47 0.9409 25.1033 8.2321
C23 -6.1043 14.3716 4.5261
H48 1.2456 18.3653 -0.3028
H49 -5.9448 13.3050 2.6021
H50 -6.4638 19.6834 6.4479
C24 -3.2233 19.4705 4.9330
O21 -2.0955 14.6969 1.2879
O22 -8.1975 18.3998 6.3469
C25 -0.3485 27.3167 0.5797
C26 -1.0621 21.5186 0.3790
C27 2.0237 15.2989 8.2772
H51 -0.0437 24.7324 5.3305
O23 -0.7186 17.2518 7.5422
H52 -6.6263 14.9911 7.3475
O24 -8.1894 16.3628 7.0939
H53 -0.3145 18.3665 5.8777
C28 1.4858 13.8985 8.6334
O25 -1.9624 21.6770 -0.3408
H54 -1.6265 17.4319 5.7622
C29 -4.3486 25.6208 8.2464
H55 2.3781 15.7362 9.2150
H56 -7.4864 15.5437 8.8318
C30 0.1330 26.2907 2.6266
O26 -10.3226 15.7002 4.0052
H57 -3.6239 20.0775 1.5946
H58 -10.8592 16.3866 5.9802
H59 2.9660 15.2391 7.7517
H60 -8.0776 20.4297 6.5202
H61 1.1304 25.8751 4.8961
C31 -8.5350 14.0956 7.6628
C32 -4.8369 17.7683 4.6912
H62 -4.4564 12.0229 0.6362
C33 -6.7909 11.0864 3.4357
H63 -5.5556 19.2121 -0.5609
H64 -1.9311 22.0666 6.3123
H65 -0.2694 16.5148 0.9860
H66 -4.8403 18.0754 3.6448
H67 5.3887 24.6375 5.9930
H68 1.3538 24.1757 4.5326
H69 -2.3429 22.0359 4.6019
H70 -8.2467 13.3110 8.3595
C34 -3.5591 25.0413 5.3024
C35 4.4567 24.3627 3.6683
H71 -4.1236 18.3571 1.5569
C36 -4.0566 17.4468 -1.3476
H72 2.1136 13.1866 8.0955
O27 1.1310 16.1248 7.5675
C37 1.4599 20.3416 9.7432
H73 0.8627 18.3793 -2.0229
O28 5.2395 17.4305 3.3772
H74 -0.4168 20.4505 4.1900
C38 3.6614 18.9498 5.0946
H75 1.7468 23.8235 1.2804
H76 -6.1314 24.9814 9.9492
H77 7.3095 15.3229 4.5371
H78 -4.2381 11.9661 -1.0295
C39 -3.3381 14.4203 0.9265
H79 -6.8729 14.5054 5.2925
C40 -3.3190 15.4763 -2.2776
H80 -8.5731 13.7419 6.6328
H81 1.7261 13.7344 9.6836
O29 -8.7792 16.5662 2.7837
C41 -4.4058 12.6863 -0.2347
H82 -0.9747 18.9573 -0.4784
H83 4.2503 20.4270 3.6536
C42 2.8777 24.9423 7.2620
O30 -3.0362 16.7822 -1.8353
C43 -6.7635 8.8293 3.9556
O31 0.7494 22.3231 8.0580
C44 -0.2818 19.7405 -0.8097
H84 -6.5410 18.1615 0.9309
O32 -2.7503 20.3385 5.8187
H85 2.0496 23.0133 2.8184
C45 -6.6226 13.4604 3.4392
O33 -5.4150 25.8688 7.7205
H86 -4.6094 25.0802 5.0368
O34 -0.8761 22.1971 1.4897
H87 1.4802 19.9469 10.7627
C46 -9.7617 16.8330 3.6286
C47 -4.3276 19.3616 1.1796
O35 4.2563 24.5491 2.3750
O36 -0.2667 26.1440 1.3816
H88 -2.4827 14.7879 -2.3196
C48 -7.3311 17.4449 1.0890
H89 -7.4039 19.7234 5.0144
H90 3.0686 18.9390 6.0043
H91 -9.5483 14.3986 7.9329
H92 7.6674 16.5040 3.2529
O37 2.1375 23.6820 9.1738
H93 4.4713 22.5520 1.7253
C49 -11.1524 15.7093 5.1789
C50 1.9845 24.9414 8.4937
H94 2.4606 24.2836 6.4999
H95 -1.7450 23.4421 2.8986
H96 0.4063 20.2508 9.4874
O38 -0.0763 20.6766 0.2397
C51 -7.6807 17.5778 7.2369
C52 -3.1568 26.1400 6.2919
H97 -6.5708 8.6892 2.8902
H98 -1.0184 27.0904 -0.2485
H99 3.8688 24.6327 7.5830
H100 1.4956 27.2398 -0.6837
H101 -7.4928 13.9552 2.9861
H102 0.7156 28.8682 -0.2255
H103 -2.2071 26.5992 6.0313
O39 0.5397 27.3068 3.0820
H104 -5.0026 24.9875 11.3620

Cartesian forces (eV/Å) of the 6 atoms listed first:
2.15 0.23 -0.68
0.21 -0.02 0.27
0.04 -0.28 0.42
-0.79 0.98 0.55
-0.23 -0.11 0.52
-0.14 0.45 -0.48

Properties
Relative energy (zero: lowest compared OMol25 entry of this formula, charge and spin), kcal per mole: 75.07
Gap between HOMO and LUMO, eV: 11.01
LUMO level, eV: 0.457
Charge: 0
E, eV: -135462.0995
E_HOMO, eV: -10.55

=====

> What is the formula in the second record?

C4H9NO2

=====

> Which value of gap between HOMO and LUMO does entry 5 give?

11.01 eV

=====

> Among the records above, which one has the highest LUMO level?

C7H11N

=====

> Which of these has the highest E?

C7H11N